Formula: C3H7ClO2PS
Source: the OMol25 dataset
Level of theory: the ωB97M-V functional and the def2-TZVPD basis

Output
E_LUMO in eV: 3.47
DFT total energy in eV: -39970.3800
Charge: -1
SMILES string: CCCS[P@@](=O)([O-])Cl
Orbital gap in eV: 8.22
Energy above the lowest of the compared OMol25 structures with the same formula, charge and spin in kcal per mole: 0.00
HOMO in eV: -4.756

Geometry as XYZ:
```
15
Properties=species:S:1:pos:R:3:forces:R:3:mulliken_charge:R:1
Cl -5.4040 -0.6842 1.3631 -1.5 -0.8 0.3 -0.327
S -2.6292 -0.6628 0.3504 -0.3 -0.2 0.3 -0.245
P -3.9095 0.6502 1.4931 1.2 2.3 -0.9 0.886
O -4.2685 1.8574 0.6843 -0.1 -0.9 0.1 -0.674
O -3.3639 0.8691 2.8484 -0.1 -0.8 0.4 -0.654
C -1.0673 -0.0513 0.8887 2.8 3.0 -0.5 -0.595
C -0.0842 0.2353 -0.3539 0.0 -0.6 1.8 -0.395
C 0.3885 -1.1017 -0.8581 1.1 0.8 -2.0 -1.069
H -1.0899 0.9916 1.3631 -0.7 -1.6 -0.2 0.310
H 0.7288 0.8860 0.0064 -0.2 -0.1 -0.2 0.316
H -0.5933 0.6920 -1.2000 -0.3 0.4 0.3 0.267
H -0.4686 -0.6868 1.5761 -0.7 0.1 -0.3 0.270
H 1.0138 -1.7504 -0.2913 0.7 0.0 1.3 0.345
H -0.5474 -1.6078 -0.8924 -0.6 -1.1 -1.3 0.307
H 0.9875 -0.9629 -1.8270 -1.3 -0.5 0.8 0.258
```
Forces are in eV/Å.